DFT (ωB97M-V/def2-TZVPD) results for a cluster of 4 separate species, C36H58ClF2N2O9Si in total in a non-equilibrium geometry.

XYZ file:
```
109
Properties=species:S:1:pos:R:3:forces:R:3
C -4.928 0.714 -0.070 0.32 -0.14 -0.01
C -4.384 1.479 -0.816 -0.14 0.14 0.17
C -3.658 2.364 -1.729 0.11 -0.56 -0.06
C -2.237 1.774 -2.000 -0.25 0.46 0.38
C -1.092 2.757 -1.670 -0.55 -0.18 -0.76
N -0.062 2.183 -0.801 0.41 -0.43 0.09
C 0.572 0.950 -0.988 -0.09 -0.43 0.04
C 0.373 -0.035 -2.094 0.08 0.41 -0.51
C 0.990 0.480 -3.433 0.38 -0.30 0.67
C 2.199 -0.348 -3.894 -0.21 -0.01 -0.67
C 2.720 0.245 -5.234 -0.14 -0.06 0.67
C 1.819 -1.831 -4.068 -0.17 0.39 0.56
C 1.464 0.813 0.012 -0.02 0.23 0.10
N 1.394 1.950 0.816 -0.22 -0.21 -0.13
C 2.244 2.204 1.997 0.42 -0.30 0.02
F 1.628 3.114 2.765 -0.11 0.07 0.03
F 3.360 2.790 1.512 -0.05 0.00 0.03
C 2.536 0.929 2.796 0.33 -0.14 -0.19
C 4.026 0.658 3.024 -0.29 0.39 0.26
Si 4.448 -0.756 4.223 0.54 -0.45 0.13
C 6.155 -1.380 3.697 -0.20 0.45 -0.27
C 4.616 -0.116 5.980 -0.09 -0.06 -0.58
C 3.237 -2.204 4.145 0.10 0.07 -0.13
C 3.753 -3.498 4.290 -0.04 0.16 0.04
C 2.930 -4.611 4.278 0.05 -0.13 0.05
C 1.560 -4.471 4.115 0.26 -0.08 0.00
C 1.025 -3.201 3.980 -0.22 -0.13 0.03
C 1.853 -2.087 3.994 -0.07 0.06 0.11
C 0.480 2.753 0.276 -0.62 0.80 0.03
Cl 0.001 4.287 0.811 0.17 -0.25 -0.04
H -5.306 -0.032 0.590 -0.20 0.14 0.00
H -3.607 3.370 -1.314 -0.06 0.04 -0.05
H -4.215 2.400 -2.665 0.01 0.25 0.00
H -2.192 1.480 -3.046 0.19 -0.19 0.05
H -2.137 0.900 -1.364 0.01 -0.15 -0.12
H -1.526 3.641 -1.215 0.34 0.04 0.29
H -0.604 3.071 -2.590 0.12 0.03 0.05
H -0.670 -0.296 -2.238 -0.07 0.01 0.15
H 0.874 -0.947 -1.773 0.01 -0.01 -0.01
H 1.360 1.495 -3.260 -0.22 0.14 -0.28
H 0.240 0.483 -4.224 -0.04 0.11 -0.02
H 2.979 -0.257 -3.134 0.03 -0.02 0.00
H 2.256 1.213 -5.426 0.08 0.04 -0.10
H 2.477 -0.425 -6.055 0.07 0.07 -0.12
H 3.797 0.397 -5.183 0.03 -0.07 -0.21
H 0.776 -1.894 -4.391 0.09 -0.14 -0.27
H 2.461 -2.333 -4.785 0.02 -0.06 0.00
H 1.875 -2.364 -3.116 0.07 -0.12 -0.09
H 2.144 -0.003 0.176 0.06 0.08 0.17
H 2.096 0.069 2.295 -0.13 0.09 0.02
H 2.011 1.041 3.745 -0.05 0.08 -0.01
H 4.471 1.560 3.460 0.10 -0.07 0.02
H 4.547 0.513 2.076 -0.08 -0.14 -0.05
H 6.559 -0.705 2.935 0.02 0.01 0.06
H 6.869 -1.369 4.520 -0.03 -0.21 0.05
H 6.117 -2.362 3.229 0.07 -0.08 0.12
H 5.424 0.619 5.988 -0.08 0.10 0.14
H 3.697 0.323 6.367 0.05 0.03 0.15
H 4.921 -0.956 6.605 -0.10 0.03 0.12
H 4.814 -3.652 4.439 0.02 0.04 -0.04
H 3.380 -5.587 4.411 -0.12 -0.04 -0.04
H 0.928 -5.349 4.103 -0.07 0.05 0.02
H -0.050 -3.095 3.890 0.03 0.13 -0.05
H 1.388 -1.112 3.922 -0.01 -0.04 0.03
C -3.149 -2.746 -1.432 0.04 -0.11 -0.07
C -4.351 -2.134 -2.123 0.17 0.16 0.26
O -4.576 -2.722 -3.408 0.00 -0.01 -0.06
C -5.180 -3.915 -3.385 -0.07 0.06 -0.05
O -5.554 -4.493 -2.399 0.03 -0.03 0.02
O -5.306 -4.337 -4.639 0.03 0.01 0.00
C -5.910 -5.630 -4.772 -0.07 -0.12 -0.10
H -2.270 -2.689 -2.079 0.00 0.07 0.02
H -2.939 -2.218 -0.499 -0.02 0.01 -0.02
H -3.322 -3.796 -1.200 -0.05 0.02 0.04
H -4.177 -1.077 -2.314 -0.06 -0.02 -0.14
H -5.248 -2.217 -1.510 -0.02 -0.10 -0.04
H -6.861 -5.669 -4.247 0.03 0.01 0.06
H -5.241 -6.398 -4.388 -0.03 0.01 0.07
H -6.070 -5.781 -5.835 0.05 0.08 -0.01
C -6.033 -2.734 7.411 0.08 0.20 -0.01
C -5.209 -3.401 6.331 -0.22 -0.26 0.19
O -4.580 -2.434 5.469 0.05 0.06 -0.06
C -3.485 -1.863 5.959 -0.02 -0.11 -0.05
O -2.960 -2.099 7.014 0.01 0.04 0.02
O -3.040 -0.979 5.055 0.03 0.04 -0.07
C -1.884 -0.254 5.473 0.15 0.10 -0.09
H -6.754 -2.046 6.969 -0.05 -0.07 -0.01
H -6.572 -3.485 7.987 0.00 -0.02 -0.02
H -5.399 -2.167 8.092 0.03 -0.06 0.02
H -5.845 -3.990 5.674 0.04 0.08 -0.10
H -4.453 -4.062 6.753 0.07 0.10 0.01
H -1.089 -0.930 5.786 -0.06 -0.01 0.13
H -2.139 0.433 6.278 0.06 -0.08 0.09
H -1.548 0.315 4.609 -0.13 -0.02 -0.06
C 3.289 7.053 -7.354 -0.02 0.05 0.22
C 2.909 5.592 -7.275 0.05 0.13 -0.38
O 2.964 5.101 -5.920 -0.01 -0.04 0.09
C 1.929 5.416 -5.156 0.02 -0.10 -0.12
O 0.944 6.022 -5.482 -0.01 0.03 0.04
O 2.148 4.910 -3.931 0.03 -0.10 0.10
C 1.126 5.222 -2.993 -0.11 0.08 0.11
H 4.265 7.218 -6.896 0.03 -0.03 -0.08
H 3.332 7.372 -8.395 0.01 -0.02 -0.02
H 2.563 7.676 -6.834 -0.05 -0.02 -0.05
H 3.622 4.979 -7.822 0.03 -0.07 0.13
H 1.918 5.409 -7.689 -0.05 0.03 0.11
H 0.145 4.952 -3.380 -0.01 0.12 -0.09
H 1.137 6.284 -2.753 -0.06 0.00 -0.02
H 1.333 4.646 -2.092 0.18 -0.01 -0.04
```
Forces are in eV/Å.

Results
HOMO   -11.4 eV
Charge   +1

---

DFT (ωB97M-V/def2-TZVPD) results for a structure of composition C5H10O.

XYZ file:
```
16
Properties=species:S:1:pos:R:3:forces:R:3
O 2.080 0.968 -0.222 -0.04 0.17 0.16
C 1.863 -0.429 -0.217 0.03 -0.34 -0.03
C 0.425 -0.797 -0.588 -0.02 0.04 -0.08
C -0.530 -0.080 0.349 0.11 0.01 0.13
C -2.012 0.012 -0.063 -0.15 -0.21 -0.07
C -0.699 1.382 0.248 0.00 -0.14 -0.12
H 1.628 1.352 0.543 0.11 0.01 -0.13
H 2.116 -0.862 0.763 -0.04 0.07 -0.12
H 2.562 -0.845 -0.948 -0.10 0.02 0.09
H 0.302 -1.886 -0.530 0.02 0.13 0.01
H 0.228 -0.488 -1.622 0.01 0.00 0.11
H -0.431 -0.447 1.377 -0.02 0.05 -0.13
H -2.190 -0.321 -1.084 0.08 0.04 0.14
H -2.675 -0.449 0.668 0.09 0.11 -0.06
H -0.555 1.617 -0.825 -0.06 -0.01 0.15
H -2.299 1.113 0.013 -0.03 0.06 -0.05
```
Forces are in eV/Å.

Results
Relative energy (zero: lowest compared OMol25 entry of this formula, charge and spin)   95.6 kcal/mol
HOMO   -8.6 eV

---

DFT (ωB97M-V/def2-TZVPD) results for a cluster of 2 separate species, C17H15NO3 in total in a non-equilibrium geometry.

XYZ file:
```
36
Properties=species:S:1:pos:R:3:forces:R:3
O 1.807 2.536 -0.515 -0.04 -1.51 -0.19
C 1.724 1.324 -0.674 -0.27 0.98 0.17
C 0.459 0.502 -0.679 -0.87 0.44 -0.11
C -0.785 1.058 -0.659 1.28 -0.15 -0.68
C -2.054 0.366 -0.742 -1.40 -1.08 -0.22
C -2.310 -0.803 0.011 0.07 0.59 -0.29
C -3.519 -1.482 -0.107 0.16 0.23 -0.13
C -4.491 -1.020 -0.999 0.27 -0.01 0.05
C -4.260 0.115 -1.775 0.23 -0.08 0.17
C -3.061 0.804 -1.641 0.55 0.16 0.47
C 0.822 -0.915 -0.997 -0.65 -0.82 0.25
O 0.076 -1.870 -1.186 1.07 1.08 0.19
C 2.317 -0.937 -1.064 0.22 0.48 -0.03
C 3.147 -2.030 -1.243 0.15 -0.31 -0.08
C 4.527 -1.829 -1.247 0.09 0.62 0.11
C 5.063 -0.528 -1.084 -0.39 -0.49 -0.06
C 4.216 0.570 -0.914 0.20 0.06 0.02
C 2.843 0.355 -0.896 -0.03 -0.49 -0.01
H -0.817 2.138 -0.755 0.05 0.18 0.31
H -1.529 -1.140 0.688 -0.29 -0.14 -0.11
H -3.690 -2.385 0.479 0.00 0.25 -0.12
H -5.426 -1.556 -1.101 0.00 0.00 0.02
H -5.011 0.458 -2.485 0.18 -0.06 0.18
H -2.875 1.695 -2.242 -0.06 -0.18 0.13
H 2.710 -3.022 -1.366 0.15 0.25 0.02
H 5.202 -2.677 -1.368 -0.18 0.24 0.02
H 6.148 -0.397 -1.085 -0.38 0.00 -0.01
H 4.619 1.577 -0.789 -0.14 -0.29 -0.02
C 0.025 1.422 3.573 0.17 -0.02 -0.04
N -0.987 0.457 3.138 -0.22 0.54 0.62
O -2.165 1.257 2.887 -0.02 -0.37 -0.05
H 0.934 0.916 3.909 -0.13 -0.21 -0.20
H 0.297 2.144 2.789 -0.12 -0.03 0.17
H -0.367 1.953 4.445 -0.01 -0.03 -0.22
H -0.756 0.076 2.229 0.13 0.14 -0.13
H -2.836 0.865 3.463 0.24 0.03 -0.17
```
Forces are in eV/Å.

Results
Structure (SMILES)   O=C1C(=Cc2ccccc2)C(=O)c2ccccc21.CNO
Relative energy (zero: lowest compared OMol25 entry of this formula, charge and spin)   83.5 kcal/mol
HOMO   -8.9 eV

---

DFT (ωB97M-V/def2-TZVPD) results for a structure of composition C32H48IO26V in a non-equilibrium geometry.

XYZ file:
```
108
Properties=species:S:1:pos:R:3:forces:R:3
O -1.795 0.224 -2.829 2.37 -0.97 2.06
V -0.531 -0.130 -1.891 -1.77 -1.94 -0.71
O -0.764 -1.476 -1.028 0.13 2.76 -1.86
I 3.140 -1.314 -4.867 -0.70 0.23 0.59
C 5.424 3.838 5.605 -0.15 -0.94 -0.21
C 5.907 3.114 4.352 -0.18 -0.07 0.65
C 6.333 1.651 4.567 0.99 0.67 0.62
O 5.595 0.900 3.617 0.96 -0.89 0.10
C 4.716 1.683 3.008 -2.67 -1.41 -1.31
O 3.850 1.289 2.228 2.29 1.12 1.65
O 4.832 2.899 3.494 -1.82 2.02 -1.56
H 6.243 3.729 6.316 -0.18 0.55 0.32
H 4.548 3.307 5.977 0.10 -0.24 0.22
H 5.064 4.855 5.450 0.62 0.07 -0.15
H 6.652 3.730 3.848 0.15 -0.21 -0.17
H 6.101 1.314 5.577 -0.08 -0.14 -0.06
H 7.408 1.587 4.398 -0.09 -0.54 -0.09
C -1.935 10.254 -2.228 0.49 0.65 -0.71
C -0.912 9.350 -2.983 -0.93 1.51 0.82
C 0.519 9.498 -2.484 -0.57 0.42 -0.13
O 1.003 8.173 -2.521 -0.17 -1.82 0.41
C -0.055 7.264 -2.502 0.25 -0.93 -0.17
O 0.018 6.041 -2.397 -0.16 4.00 -0.25
O -1.200 8.011 -2.661 0.30 -2.07 0.11
H -1.719 10.439 -1.176 0.06 -0.77 0.15
H -2.978 9.970 -2.371 0.20 -0.44 0.07
H -1.898 11.273 -2.614 0.21 0.07 -0.47
H -0.997 9.520 -4.056 -0.07 -0.25 -0.10
H 0.432 9.902 -1.475 0.56 -0.28 0.30
H 1.177 10.134 -3.075 -0.17 -0.13 -0.06
C 5.377 -5.255 0.947 -0.73 0.90 -0.75
C 6.580 -5.607 0.086 -2.78 -0.14 1.40
C 7.569 -4.517 0.042 0.39 2.20 -1.02
O 8.793 -5.190 0.169 0.58 1.04 -0.57
C 8.542 -6.304 0.794 2.02 -4.08 1.63
O 9.412 -7.037 1.225 -1.45 1.12 -0.45
O 7.212 -6.602 0.859 1.95 -0.15 -0.47
H 4.874 -4.396 0.504 -0.13 0.21 0.05
H 5.722 -4.965 1.939 0.01 -0.11 -0.03
H 4.610 -6.026 1.031 0.36 -0.25 -0.08
H 6.308 -5.964 -0.907 0.08 -0.22 0.01
H 7.519 -3.754 0.819 -0.37 -0.25 0.42
H 7.553 -3.945 -0.886 0.06 -0.25 -0.17
C -0.287 7.267 4.304 -1.04 -0.15 -0.46
C -0.675 5.810 4.626 0.47 1.11 0.26
C -2.151 5.621 5.038 0.56 -0.32 0.29
O -2.587 4.571 4.169 -0.26 -0.28 -0.42
C -1.643 4.218 3.256 1.05 1.27 -0.09
O -1.747 3.420 2.373 -0.13 0.53 1.00
O -0.503 5.016 3.450 -1.44 -1.06 0.11
H 0.737 7.461 3.987 0.06 -0.40 0.41
H -0.606 7.963 5.080 0.35 -0.18 0.38
H -0.907 7.566 3.459 -0.06 -0.06 -0.26
H -0.060 5.406 5.430 0.26 -0.10 -0.18
H -2.777 6.514 5.034 -0.07 0.03 -1.00
H -2.253 5.300 6.075 0.25 -0.46 -0.07
C -0.669 -7.867 -3.733 0.64 -1.65 0.99
C -0.989 -8.349 -2.304 0.03 0.13 -0.59
C -1.851 -9.587 -2.204 -2.02 0.61 0.94
O -1.273 -10.299 -1.102 -2.82 -2.29 -1.02
C -0.039 -9.963 -0.963 2.20 0.68 2.54
O 0.782 -10.445 -0.225 -0.63 -0.39 -0.80
O 0.143 -8.806 -1.548 1.66 2.67 -1.94
H -0.432 -8.799 -4.247 -0.01 0.15 -0.59
H 0.254 -7.288 -3.735 -0.39 0.42 -0.06
H -1.541 -7.397 -4.189 0.26 0.17 0.07
H -1.481 -7.524 -1.788 0.29 -0.03 0.47
H -2.092 -10.199 -3.073 0.95 -0.19 -0.12
H -2.829 -9.249 -1.863 -0.18 -0.25 0.10
C -0.113 -2.626 5.468 -0.68 -0.86 0.63
C 0.331 -2.454 6.965 -1.18 -1.73 -2.26
C 1.792 -2.251 7.070 0.28 -0.27 -1.11
O 1.805 -1.066 7.887 5.62 -1.95 -0.30
C 0.660 -0.523 7.983 -0.96 5.15 2.52
O 0.487 0.567 8.542 -0.01 -2.46 -1.30
O -0.224 -1.254 7.420 -3.35 -0.62 -0.70
H -1.188 -2.744 5.332 -0.27 0.69 0.53
H 0.154 -3.572 4.996 0.98 -0.08 0.31
H 0.232 -1.803 4.842 0.09 0.03 0.24
H 0.068 -3.269 7.640 -0.73 -0.03 -0.22
H 2.183 -2.223 6.053 0.31 1.80 -0.17
H 2.359 -3.148 7.317 -0.08 0.35 1.81
C -8.467 -6.575 -1.119 0.52 0.59 -0.36
C -7.902 -5.142 -1.246 -1.44 -1.68 1.12
C -6.584 -4.987 -0.521 -0.38 0.83 0.23
O -5.725 -4.571 -1.544 1.52 0.70 -1.18
C -6.329 -4.516 -2.760 0.81 -0.78 -1.98
O -5.796 -4.337 -3.848 -1.23 -0.04 3.16
O -7.629 -4.864 -2.599 0.19 0.61 -0.49
H -7.584 -7.213 -1.142 -0.28 -0.45 -0.02
H -9.114 -6.816 -1.962 -0.01 0.06 0.08
H -9.017 -6.725 -0.190 0.13 0.06 0.02
H -8.594 -4.435 -0.789 -0.26 0.23 -0.68
H -6.171 -5.866 -0.025 -0.17 -0.07 -0.13
H -6.736 -4.175 0.190 0.61 -0.07 0.25
C -3.441 2.662 -9.561 0.04 0.33 -0.41
C -3.663 4.122 -9.118 0.25 0.00 1.54
C -2.920 4.588 -7.835 0.06 -0.31 0.45
O -2.162 5.737 -8.242 0.02 -0.13 1.66
C -2.274 5.920 -9.529 2.98 1.22 -2.72
O -1.583 6.705 -10.188 -2.43 -1.73 1.67
O -3.066 4.978 -10.045 -0.35 0.57 -2.44
H -3.864 2.455 -10.544 -0.38 0.37 0.01
H -3.821 1.873 -8.912 -0.03 0.39 0.37
H -2.378 2.493 -9.738 0.17 0.12 0.41
H -4.688 4.458 -8.962 -0.35 -0.61 -0.54
H -2.254 3.807 -7.468 0.19 0.20 0.10
H -3.557 4.953 -7.030 -0.16 -0.41 -0.08
```
Forces are in eV/Å.

Results
Relative energy (zero: lowest compared OMol25 entry of this formula, charge and spin)   171.7 kcal/mol
HOMO   -7.8 eV